105
Properties=species:S:1:pos:R:3:mulliken_charge:R:1 method="wB97M-V/def2-TZVPD" homo_energy_ev="-15.33 / -15.31" e_lumo_ev="-10.00 / -10.03" charge=+3
W -0.341 0.037 0.083 1.629
O -1.952 0.741 1.509 -0.685
N 1.911 0.505 0.271 0.341
N 0.220 -0.200 -1.926 0.069
N -1.572 1.671 -0.839 0.654
N 0.070 -1.113 1.803 0.299
N -1.763 -1.406 -0.326 0.094
C 5.630 0.577 -4.323 -0.923
C 3.568 2.351 -3.747 0.271
C 1.315 0.268 -2.643 0.688
C 4.105 0.508 1.044 -1.238
C -0.913 -1.897 2.437 0.857
C -3.352 -2.423 -4.377 -0.193
C -2.748 2.008 -0.283 0.689
C 0.860 -1.936 3.809 -1.953
C 4.143 0.905 -0.256 -1.849
C 1.257 1.841 0.554 -0.040
C -2.876 -1.185 -3.947 -0.411
C 1.694 2.706 1.761 1.108
C -3.725 -4.093 2.638 -0.412
C -3.091 3.754 -1.863 -0.614
C -4.111 -0.110 -5.721 -0.921
C -1.141 2.389 -1.897 -0.177
C -1.988 -1.077 -2.757 1.635
C 5.588 1.821 -4.940 -0.475
C -3.435 -2.203 4.100 -0.169
C 4.461 -1.672 3.427 0.252
C 2.256 4.027 1.234 -1.533
C -3.174 1.185 0.873 -0.868
C 3.434 -0.744 3.575 -0.223
C 5.402 -1.829 4.438 -0.941
C 3.612 1.107 -3.123 -0.379
C 2.415 -0.553 2.493 1.069
C 3.351 0.026 4.732 0.116
C 5.322 -1.055 5.589 -0.493
C 0.531 2.925 2.728 -1.478
C -2.468 -1.517 -1.519 0.273
C 1.148 -1.139 2.675 0.417
C -0.718 -0.559 -2.918 0.907
C -2.552 -2.032 0.630 0.358
C -3.759 -2.452 0.048 -1.214
C -4.949 -3.967 4.706 -0.539
C 4.558 2.708 -4.653 -0.968
C -4.191 -2.503 -5.477 -0.903
C -1.870 3.421 -2.434 -1.159
C -3.528 3.039 -0.762 -0.962
C -3.127 -2.863 2.907 0.150
C 2.549 0.727 -2.140 0.942
C -0.161 -0.326 -4.205 -1.688
C -4.578 -1.349 -6.145 -0.535
C -4.351 -2.745 4.990 -1.009
C -2.169 -2.236 1.966 1.167
C 4.299 -0.127 5.737 -0.965
C 1.087 0.169 -4.035 -1.708
C 4.644 0.219 -3.411 0.091
C 2.792 0.105 1.376 -0.552
C -3.705 -2.135 -1.286 -1.363
C -4.625 -4.643 3.535 -0.927
C -0.410 -2.384 3.677 -1.771
C -3.256 -0.029 -4.632 -0.014
C 2.859 0.750 -0.826 0.441
H -3.033 -3.330 -3.875 0.572
H 0.113 1.977 3.079 0.209
H 6.058 -1.178 6.376 0.429
H -4.412 0.790 -6.242 0.443
H 3.068 3.866 0.520 0.361
H -2.960 -1.255 4.338 0.395
H -0.188 2.114 -2.322 0.406
H 6.428 -0.119 -4.554 0.439
H -1.478 3.959 -3.285 0.628
H 4.670 -0.758 -2.937 0.497
H -5.240 -1.415 -7.000 0.431
H -0.947 -3.048 4.340 0.654
H -4.461 -2.329 -2.033 0.734
H 6.360 2.099 -5.647 0.435
H -2.172 0.118 2.220 0.275
H 5.018 1.201 -0.816 0.763
H 4.238 0.478 6.634 0.442
H -2.889 0.939 -4.298 0.443
H -3.686 4.568 -2.261 0.503
H 2.762 3.045 -3.523 0.436
H 0.168 1.640 0.801 -0.588
H 2.654 4.619 2.059 0.453
H -4.539 -3.471 -5.818 0.434
H 4.516 -2.284 2.531 0.496
H 6.195 -2.558 4.326 0.450
H 1.558 -2.147 4.604 0.613
H 4.945 0.428 1.719 0.772
H 1.811 0.422 -4.794 0.613
H 4.527 3.679 -5.132 0.433
H -3.744 0.316 0.540 0.198
H -3.769 1.761 1.573 0.791
H -0.654 -0.557 -5.137 0.653
H 1.476 4.620 0.746 0.395
H -0.269 3.507 2.257 0.391
H -4.573 -2.935 0.567 0.825
H -5.656 -4.400 5.404 0.436
H -3.449 -4.650 1.748 0.606
H -4.591 -2.219 5.905 0.439
H 2.545 0.745 4.852 0.462
H 1.297 2.436 -0.349 0.935
H 0.869 3.483 3.601 0.514
H 2.482 2.187 2.300 -0.124
H -5.069 -5.608 3.325 0.441
H -4.463 3.278 -0.270 0.599



122
Properties=species:S:1:pos:R:3:mulliken_spin:R:1 method="wB97M-V/def2-TZVPD" homo_energy_ev="0.83 / -1.42" e_lumo_ev="3.53 / 3.53" s_squared=0.764 de_lowest_kj_mol=0.0 spin_multiplicity=2 charge=-2
Sn 0.022 -0.233 0.441 0.006
Br 2.312 2.045 -1.414 -0.007
Cl -6.789 0.326 -4.694 0.000
S -1.147 2.537 0.029 -0.001
S 2.477 -1.365 0.117 0.000
Si 4.465 2.656 -1.283 0.011
O -2.665 0.004 0.283 0.003
O 2.450 0.480 4.016 0.000
O 0.822 -0.270 2.672 -0.005
O -5.220 -2.563 0.463 0.000
N -2.610 -3.885 1.224 -0.003
N -0.196 -0.567 -1.943 0.195
N -3.374 1.030 -0.121 0.004
N -1.786 -4.879 0.810 0.001
N -0.837 -2.868 0.496 -0.005
C 3.008 -2.095 1.629 0.002
C 6.474 2.770 0.755 -0.001
C 3.340 5.122 -2.301 0.000
C -1.068 0.172 -2.713 0.255
C -3.986 -1.671 -2.643 0.044
C 1.971 -0.334 3.221 -0.007
C 4.181 2.030 1.475 0.001
C 3.787 -3.261 1.524 0.002
C -5.917 -0.934 -3.849 0.005
C 4.728 2.619 -4.128 -0.004
C -0.177 -0.645 -4.809 0.551
C -3.838 -4.023 -1.721 0.002
C -1.085 0.163 -4.078 -0.135
C 0.706 -1.433 -4.023 -0.136
C -7.541 -4.031 0.292 0.000
C 5.742 5.211 -1.676 0.000
C -4.696 0.835 -0.351 0.004
C -4.664 -0.670 -3.330 0.048
C -6.443 -5.972 1.399 0.000
C -5.037 -3.958 0.675 0.000
C 6.808 2.084 -2.871 0.000
C -6.686 -3.805 2.607 0.000
C -6.409 -4.448 1.241 0.000
C 4.385 4.595 -1.304 0.000
C -3.639 3.284 -0.810 0.002
C -4.558 -2.926 -2.472 0.001
C 0.670 -1.370 -2.661 0.181
C 2.791 -1.577 2.918 0.004
C -5.809 -3.170 -3.037 -0.002
C -2.790 2.265 -0.314 0.004
C 3.354 -2.217 4.021 0.000
C 4.951 0.430 -3.020 -0.034
C 4.323 -3.895 2.629 0.000
C -2.017 -2.699 1.045 0.009
C 5.223 1.975 0.344 0.001
C 3.954 5.137 0.067 0.001
C -5.525 1.825 -0.808 -0.003
C 5.646 0.504 0.217 0.000
C -6.498 -2.183 -3.720 0.000
C 5.279 1.927 -2.875 0.006
C -4.973 3.087 -1.053 0.000
C 4.106 -3.373 3.899 0.000
C -0.726 -4.211 0.391 0.003
C -3.932 -4.146 1.742 0.000
C -4.660 -4.729 -0.624 0.002
H 3.638 2.575 -4.168 0.003
H -3.171 4.240 -0.990 0.000
H -6.594 -2.721 2.549 0.000
H 7.266 1.584 -2.017 0.000
H -1.748 0.809 -2.162 -0.031
H 3.190 -1.769 4.994 0.000
H -4.211 0.301 -3.460 -0.023
H -5.585 3.896 -1.432 0.000
H 5.947 0.150 1.209 0.000
H -7.504 -4.571 -0.654 0.000
H 4.824 -0.134 -0.111 0.000
H 6.263 3.813 0.987 0.000
H -7.703 -4.049 2.923 0.000
H 6.005 5.005 -2.714 0.000
H -5.573 -5.084 -1.100 0.000
H 3.327 1.391 1.252 0.000
H 3.834 6.224 -0.008 0.000
H -5.679 -6.338 2.086 0.000
H 3.965 -3.656 0.530 -0.001
H 7.124 3.127 -2.859 0.001
H 4.915 -4.795 2.498 0.000
H 5.113 2.105 -5.016 0.000
H -4.103 -3.447 2.559 0.000
H 1.431 -2.088 -4.495 0.000
H -4.097 -5.612 -0.314 0.000
H -2.892 -3.642 -1.339 0.004
H 6.500 0.375 -0.450 0.000
H -3.001 -1.451 -2.242 -0.069
H -5.020 -0.175 -0.153 0.002
H 4.676 4.940 0.856 0.000
H -3.926 -5.162 2.129 0.000
H 4.526 -3.851 4.777 0.000
H -8.503 -4.251 0.760 0.000
H 2.335 4.795 -2.039 -0.002
H 3.358 6.219 -2.273 0.000
H -1.804 0.789 -4.596 -0.024
H -6.262 -4.151 -2.945 0.001
H 5.271 0.100 -4.015 0.001
H 3.532 4.813 -3.325 0.001
H 5.466 -0.185 -2.287 -0.001
H -6.315 -6.484 0.446 0.000
H -3.567 -4.798 -2.445 -0.001
H -6.009 -4.171 3.380 0.000
H -7.414 -6.264 1.805 0.000
H -4.414 -2.161 0.112 -0.001
H -7.492 -2.966 0.073 0.000
H 7.219 1.623 -3.777 0.000
H 1.348 -1.969 -2.068 0.039
H 2.993 4.720 0.373 0.000
H 4.628 1.649 2.399 0.000
H 3.809 3.032 1.677 0.000
H -7.475 -2.374 -4.144 0.001
H -0.158 -0.657 -5.890 0.076
H 5.039 3.662 -4.194 0.000
H 7.250 2.747 -0.013 0.000
H 3.883 0.225 -2.934 0.023
H 6.891 2.314 1.660 0.000
H 6.557 4.855 -1.044 0.000
H 5.687 6.301 -1.564 0.000
H 0.145 -4.700 -0.011 0.003
H -2.470 -1.745 1.286 -0.004
H -6.568 1.606 -0.983 0.000



Across the entries above, molar mass takes the values 962.82, 1063.31 g/mol, respectively.